{"formula": "C27H26N4O4", "method": "ωB97M-V/def2-TZVPD", "energy_ha": -1564.47319, "charge": 0, "mol_weight_g_mol": 470.5, "max_force_ev_per_a": 1.0, "homo_ev": -7.63, "homo_lumo_gap_ev": 7.91, "de_lowest_kj_mol": 321.6, "species": ["C", "N", "N", "C", "C", "C", "C", "C", "N", "C", "C", "O", "C", "C", "C", "N", "C", "O", "C", "O", "C", "C", "C", "C", "C", "C", "C", "C", "C", "C", "C", "C", "C", "C", "O", "H", "H", "H", "H", "H", "H", "H", "H", "H", "H", "H", "H", "H", "H", "H", "H", "H", "H", "H", "H", "H", "H", "H", "H", "H", "H"], "xyz": [[-4.113366, -2.478106, -0.948870], [-4.026505, -1.084955, -0.569399], [-2.789211, -0.610620, -0.479981], [-2.559662, 0.617014, -0.135821], [-1.149486, 1.019377, -0.131638], [-0.713679, 2.236039, -0.651402], [0.623834, 2.567871, -0.635725], [1.601901, 1.704080, -0.122312], [2.932396, 2.054160, -0.085857], [3.445620, 3.117777, -0.918283], [4.917579, 2.816322, -1.223088], [5.677266, 2.704651, -0.041734], [5.181417, 1.651646, 0.750458], [3.715750, 1.894494, 1.120814], [1.159089, 0.438609, 0.312077], [2.054688, -0.588651, 0.697616], [3.033040, -1.085527, -0.098931], [3.500932, -0.536207, -1.069804], [3.546626, -2.451484, 0.381565], [2.615569, -3.181584, 1.144479], [1.468608, -3.626840, 0.530054], [0.630069, -4.408040, 1.323510], [-0.561865, -4.881976, 0.814855], [-0.934899, -4.581235, -0.485794], [-0.103342, -3.804931, -1.270834], [1.098096, -3.325801, -0.774319], [-0.187626, 0.125124, 0.324894], [-3.636740, 1.510609, 0.222842], [-3.456798, 2.790086, 0.763649], [-4.545521, 3.572430, 1.074311], [-5.841719, 3.103736, 0.866879], [-6.040565, 1.831944, 0.381582], [-4.946788, 1.022946, 0.068427], [-5.180639, -0.353241, -0.376063], [-6.280475, -0.851637, -0.546888], [-5.151569, -2.690533, -1.196855], [-3.467063, -2.659044, -1.805963], [-3.792251, -3.110507, -0.120009], [-1.423456, 2.923488, -1.086794], [0.919196, 3.533375, -1.014607], [2.894589, 3.145201, -1.857903], [3.371693, 4.095664, -0.415078], [5.364744, 3.626504, -1.801388], [4.971021, 1.876471, -1.790392], [5.805001, 1.616440, 1.645741], [5.263755, 0.704001, 0.199993], [3.336095, 1.067275, 1.717296], [3.656335, 2.818440, 1.721014], [1.690219, -1.232443, 1.390318], [4.401139, -2.289870, 1.046621], [3.891046, -3.017754, -0.492167], [0.937417, -4.630130, 2.333576], [-1.202244, -5.489022, 1.437218], [-1.866288, -4.953945, -0.883508], [-0.384943, -3.560385, -2.283662], [1.723702, -2.717486, -1.408584], [-0.504058, -0.850120, 0.666019], [-2.457540, 3.150481, 0.952979], [-4.394720, 4.558810, 1.488351], [-6.685623, 3.733107, 1.106121], [-7.029796, 1.423893, 0.240408]], "forces_ev_per_angstrom": [[-0.18, -0.27, -0.08], [-0.61, 0.10, 0.08], [0.94, 0.46, -0.02], [-0.34, -0.56, -0.17], [0.48, 0.09, 0.07], [-0.10, -0.26, 0.05], [0.19, 0.02, 0.03], [-0.29, -0.06, 0.01], [0.18, 0.13, -0.05], [0.32, -0.10, -0.08], [-0.28, 0.16, -0.22], [0.12, 0.16, 0.04], [-0.24, -0.19, 0.29], [0.34, 0.00, 0.12], [-0.03, 0.17, -0.20], [-0.27, -0.03, 0.37], [0.16, -0.39, 0.21], [0.00, -0.17, -0.24], [0.28, 0.08, -0.25], [-0.20, -0.09, 0.15], [-0.19, -0.17, 0.02], [0.22, 0.14, 0.02], [0.02, 0.02, 0.02], [-0.08, -0.02, -0.12], [-0.11, -0.09, 0.02], [0.32, 0.11, 0.08], [-0.09, 0.30, 0.01], [-0.61, -0.12, 0.04], [0.06, 0.01, -0.01], [0.07, 0.02, 0.01], [-0.05, -0.07, -0.02], [-0.01, -0.09, -0.04], [0.27, 0.35, 0.08], [0.05, -0.18, -0.07], [-0.19, 0.11, 0.05], [0.14, -0.03, 0.02], [0.00, 0.03, 0.02], [0.00, 0.00, -0.02], [-0.06, 0.09, -0.01], [0.07, 0.09, -0.02], [0.00, 0.04, 0.01], [-0.04, 0.01, -0.09], [-0.06, -0.05, -0.02], [-0.01, 0.09, 0.00], [-0.07, -0.03, -0.02], [0.01, 0.07, 0.08], [0.04, 0.08, -0.01], [0.00, -0.09, 0.03], [0.14, 0.06, -0.14], [-0.08, -0.01, -0.13], [-0.09, 0.14, 0.07], [0.03, -0.03, 0.12], [-0.05, -0.05, 0.06], [-0.08, -0.03, -0.04], [-0.03, 0.03, -0.09], [0.07, 0.05, -0.08], [0.00, -0.14, 0.01], [0.04, 0.05, 0.00], [0.03, 0.06, 0.03], [-0.08, 0.03, 0.02], [-0.08, -0.03, -0.01]], "mulliken_charge": [-0.812, 0.256, -0.751, 0.093, -0.031, -1.159, -0.419, 0.441, 0.394, -0.813, -0.735, -0.436, -0.577, -0.725, 0.117, 0.091, 0.302, -0.596, -0.720, -0.539, 0.559, -0.555, -0.525, -0.578, -0.563, -0.212, -0.443, 0.871, -0.545, -0.724, -0.553, -0.547, -0.134, 0.591, -0.742, 0.408, 0.232, 0.244, 0.642, 0.523, 0.464, 0.353, 0.391, 0.320, 0.373, 0.310, 0.425, 0.434, 0.415, 0.313, 0.368, 0.428, 0.393, 0.540, 0.378, 0.434, 0.459, 0.564, 0.419, 0.403, 0.486]}

{"formula": "C27H26N5Ni", "method": "ωB97M-V/def2-TZVPD", "energy_ha": -2826.39419, "charge": 1, "mol_weight_g_mol": 479.2, "max_force_ev_per_a": 0.9, "homo_ev": [-9.88, -9.57], "homo_lumo_gap_ev": [6.44, 6.16], "de_lowest_kj_mol": 0.6, "species": ["Ni", "C", "C", "C", "C", "N", "C", "C", "C", "C", "C", "C", "N", "C", "C", "C", "C", "C", "N", "H", "H", "H", "H", "H", "H", "H", "H", "H", "H", "H", "N", "C", "N", "C", "C", "C", "C", "C", "H", "H", "H", "H", "H", "H", "H", "H", "H", "H", "C", "C", "C", "C", "C", "C", "H", "H", "H", "H", "H"], "xyz": [[0.529730, -0.817981, 0.076152], [-1.380003, -2.237959, -3.449241], [-0.484968, -3.203262, -3.878625], [0.671095, -3.414795, -3.146519], [0.898478, -2.667856, -2.004915], [0.008918, -1.751065, -1.572751], [-1.093163, -1.537589, -2.292881], [2.107867, -2.781886, -1.164525], [3.157472, -3.668110, -1.344063], [4.192803, -3.658163, -0.421480], [4.156957, -2.791392, 0.659142], [3.081249, -1.924267, 0.771888], [2.114843, -1.924653, -0.143983], [2.845417, -0.946729, 1.857981], [3.793991, -0.596295, 2.802087], [3.480387, 0.369070, 3.744482], [2.229479, 0.960502, 3.707595], [1.335835, 0.555208, 2.729405], [1.624936, -0.383644, 1.833256], [-2.287739, -2.030174, -3.997545], [-0.678195, -3.777180, -4.774522], [1.393612, -4.151060, -3.469643], [-1.762893, -0.775200, -1.915856], [3.174512, -4.360564, -2.173479], [5.021640, -4.343693, -0.537382], [4.945862, -2.805404, 1.397403], [4.774583, -1.052163, 2.791523], [4.206396, 0.664530, 4.490031], [1.948492, 1.725535, 4.417094], [0.353227, 1.000221, 2.653587], [0.048508, 1.319968, -0.031125], [-0.806557, 0.420407, 0.270032], [-2.139292, 0.419851, 0.380268], [-2.846748, -0.781429, 0.838984], [-4.325439, -0.705996, 0.470176], [-4.500580, -0.220066, -0.966279], [-3.885704, 1.184483, -1.158276], [-2.969623, 1.567714, 0.004743], [-2.730064, -0.894130, 1.919921], [-2.385198, -1.654017, 0.367451], [-4.853193, -0.040949, 1.156836], [-4.764286, -1.695809, 0.599157], [-5.557414, -0.211352, -1.230511], [-4.024251, -0.942717, -1.635074], [-4.666497, 1.941064, -1.248710], [-3.310365, 1.225200, -2.086268], [-3.554804, 1.891007, 0.869437], [-2.323445, 2.392365, -0.278007], [0.666961, 5.429825, 0.527377], [-0.249553, 4.758910, 1.324081], [-0.483401, 3.404139, 1.137642], [0.199866, 2.693542, 0.144649], [1.133944, 3.372817, -0.637421], [1.355851, 4.727341, -0.452823], [0.846496, 6.486519, 0.671867], [-0.789899, 5.291650, 2.096542], [-1.198156, 2.889246, 1.770939], [1.675368, 2.816432, -1.392905], [2.076655, 5.240004, -1.076918]], "forces_ev_per_angstrom": [[0.71, -0.49, 0.38], [0.04, -0.08, -0.10], [-0.06, 0.06, 0.03], [0.14, -0.08, -0.05], [-0.12, 0.09, -0.11], [-0.27, -0.09, -0.03], [-0.03, 0.10, 0.12], [0.22, -0.06, 0.11], [-0.04, -0.07, -0.08], [0.01, -0.01, 0.02], [0.07, -0.03, 0.03], [-0.05, -0.01, -0.04], [-0.06, -0.04, -0.09], [-0.04, 0.12, 0.05], [0.14, -0.07, -0.03], [-0.07, 0.06, 0.04], [0.05, -0.04, -0.01], [-0.07, -0.02, 0.06], [-0.14, 0.01, -0.06], [0.00, 0.02, 0.02], [0.01, 0.00, 0.00], [-0.01, 0.02, 0.01], [0.02, -0.02, 0.01], [-0.02, 0.02, 0.01], [-0.01, 0.01, 0.01], [-0.02, 0.02, 0.00], [-0.02, 0.00, 0.00], [0.01, -0.02, -0.02], [-0.02, 0.00, -0.02], [0.00, 0.00, -0.01], [0.27, 0.14, -0.01], [-0.33, 0.24, -0.47], [-0.08, 0.26, 0.10], [0.02, 0.01, 0.01], [0.01, -0.02, -0.04], [0.01, 0.05, 0.07], [0.00, -0.04, 0.00], [-0.03, -0.08, -0.04], [0.00, -0.03, 0.01], [0.02, 0.01, 0.01], [0.00, 0.01, 0.00], [-0.01, 0.01, 0.02], [0.00, -0.02, -0.02], [0.00, 0.01, -0.02], [0.00, 0.00, 0.01], [-0.02, 0.00, 0.00], [0.01, 0.02, 0.01], [0.02, -0.01, 0.01], [-0.02, -0.01, 0.02], [0.01, -0.02, -0.01], [0.00, -0.01, 0.08], [-0.29, 0.14, 0.11], [0.00, -0.04, -0.09], [0.01, -0.01, -0.01], [0.00, 0.00, 0.00], [0.01, -0.01, 0.00], [0.01, 0.00, -0.01], [0.00, 0.02, 0.01], [0.00, -0.01, 0.00]], "mulliken_charge": [-0.371, -0.805, -0.654, -0.648, 0.734, 0.298, 0.207, 0.247, -0.594, -0.799, -0.726, 0.734, 0.193, 0.463, -0.703, -0.478, -0.888, -0.021, -0.178, 0.472, 0.445, 0.367, 0.310, 0.405, 0.448, 0.401, 0.305, 0.448, 0.421, 0.471, -0.325, 0.647, 0.291, -0.559, -0.909, -0.415, -0.934, -0.694, 0.295, 0.354, 0.367, 0.437, 0.420, 0.099, 0.479, 0.276, 0.389, 0.443, -0.488, -0.842, 0.414, -0.146, -0.582, -0.534, 0.410, 0.387, 0.405, 0.419, 0.390]}